Record 1
DFT (the ωB97M-V functional and the def2-TZVPD basis) results for a 8-piece molecular cluster, C29H47N3O10 overall at a distorted geometry.

The geometry in XYZ format:
```
89
Properties=species:S:1:pos:R:3:forces:R:3
C 22.3323 -16.2210 -26.8605 0.4 1.1 0.2
N 21.7215 -15.2463 -27.8096 -0.4 -1.0 -0.8
O 22.4389 -14.7081 -28.6208 0.6 0.5 0.1
O 20.5126 -15.2211 -27.8607 -0.4 0.3 0.4
H 23.2228 -15.7543 -26.4456 0.1 -0.1 -0.1
H 22.6187 -17.0540 -27.4954 -0.2 -0.3 0.3
H 21.6121 -16.3975 -26.0742 -0.1 -0.5 -0.2
C 16.9707 -21.5226 -28.0959 0.1 -0.5 0.9
N 16.2745 -20.2349 -27.8613 0.0 -0.1 -0.8
O 15.0675 -20.2924 -27.7839 -0.3 -0.1 0.3
O 16.9109 -19.2080 -27.8658 0.5 0.3 0.2
H 16.6001 -22.1921 -27.3225 -0.2 -0.1 -0.2
H 18.0435 -21.4512 -27.9583 0.0 0.5 -0.3
H 16.7116 -21.8890 -29.0829 -0.1 0.1 0.0
C 21.8844 -20.3540 -23.1771 -0.6 0.5 1.0
N 22.5151 -19.2139 -23.8869 0.4 -1.0 -0.5
O 21.8156 -18.4005 -24.4477 -0.4 0.6 0.7
O 23.7268 -19.2473 -23.9579 0.0 0.3 0.1
H 20.8302 -20.4387 -23.4199 0.4 0.1 -0.4
H 21.9131 -20.1044 -22.1150 0.4 -0.1 0.0
H 22.4658 -21.2391 -23.3945 -0.1 0.0 0.0
C 19.0782 -23.7534 -29.4046 1.2 -0.6 0.3
C 18.6005 -23.3109 -30.6157 -0.8 0.0 -1.1
C 17.3056 -23.6622 -31.0411 0.2 -0.1 1.4
C 16.5330 -24.4628 -30.1834 0.1 0.4 -0.3
C 17.0469 -24.8947 -28.9686 -0.4 0.2 0.7
C 18.3234 -24.5447 -28.5700 -0.2 -0.3 -0.4
H 20.1144 -23.6442 -29.0963 0.0 0.6 -0.3
H 19.2192 -22.7292 -31.2883 0.1 0.1 0.2
H 16.8661 -23.2368 -31.9305 0.1 -0.2 -0.2
H 15.5154 -24.7226 -30.4440 0.0 0.0 -0.1
H 16.4379 -25.3956 -28.2225 -0.2 -0.3 -0.4
H 18.7772 -24.9615 -27.6798 -0.2 0.2 0.2
C 23.2469 -16.9109 -30.8768 1.7 0.0 -1.0
C 24.2306 -17.8477 -31.2787 -0.9 0.3 1.2
C 24.6586 -17.8985 -32.5770 0.4 0.0 -1.0
C 24.1147 -17.0501 -33.5365 0.2 0.6 -0.4
C 23.2234 -16.0686 -33.1655 -0.7 0.0 1.0
C 22.8601 -15.9679 -31.8171 -1.1 -0.4 0.3
H 22.9767 -16.8094 -29.8381 -0.2 -0.1 0.0
H 24.6342 -18.5121 -30.5240 0.1 -0.1 -0.1
H 25.4461 -18.5576 -32.9256 -0.1 -0.2 0.4
H 24.4514 -17.0661 -34.5667 0.0 -0.3 0.0
H 22.6970 -15.4200 -33.8527 0.4 0.1 -0.3
H 22.1405 -15.2287 -31.4822 0.1 0.2 -0.2
C 22.9083 -20.1198 -27.8408 0.6 0.9 0.4
C 21.8356 -19.5531 -27.1631 -1.1 -0.1 -0.7
C 20.5961 -19.4803 -27.8101 0.5 -0.3 0.0
C 20.4356 -20.0139 -29.0940 -0.3 0.3 0.3
C 21.5196 -20.5620 -29.7509 0.7 0.3 -0.1
C 22.7798 -20.5030 -29.1589 -0.3 -0.9 -0.1
H 23.8925 -20.1509 -27.3860 0.0 0.0 0.1
H 21.8369 -19.0955 -26.1834 0.6 -0.4 -0.3
H 19.7919 -19.0261 -27.2454 -0.3 0.0 -0.4
H 19.5003 -19.9297 -29.6334 -0.2 -0.1 0.3
H 21.4412 -20.9698 -30.7510 -0.2 0.1 0.0
H 23.6505 -20.8262 -29.7176 0.0 -0.1 0.1
C 21.1491 -22.8063 -26.0171 1.5 1.5 -0.5
O 20.5580 -21.8112 -25.1927 -0.3 -0.8 0.6
C 19.1621 -21.9328 -25.0858 -0.6 0.6 0.3
C 18.5490 -20.6585 -24.5100 1.1 1.2 -1.0
O 17.2110 -20.5468 -24.9211 0.1 -0.5 0.2
C 16.6678 -19.2779 -24.6162 -1.4 -0.6 0.2
H 21.1283 -22.3978 -27.0342 -0.3 -0.6 -0.3
H 20.8629 -23.8549 -25.9622 -0.7 0.1 0.4
H 22.2071 -22.7440 -25.7522 0.1 -0.3 0.0
H 18.8809 -22.6968 -24.3491 0.0 -0.7 -0.8
H 18.7600 -22.0330 -26.1010 -0.3 -0.5 0.4
H 19.0836 -19.7955 -24.9438 0.2 -0.1 -0.1
H 18.7443 -20.5540 -23.4357 -0.6 -0.3 0.2
H 16.3688 -19.2572 -23.5590 0.8 0.5 0.1
H 15.6786 -19.2229 -25.0816 0.3 0.0 -0.5
H 17.2966 -18.4688 -24.9860 0.1 0.1 0.3
C 26.8889 -22.4496 -30.5135 0.1 -0.9 0.3
O 27.8302 -21.4280 -30.3290 0.1 0.1 -0.1
C 27.2771 -20.2600 -29.7588 0.7 -0.4 0.7
C 26.6608 -20.4970 -28.3891 -1.6 -0.1 0.4
O 27.5629 -20.9971 -27.4333 0.7 0.5 -0.3
C 27.1008 -22.0599 -26.6620 -0.2 -1.0 0.1
H 26.7867 -23.1062 -29.6374 -0.1 0.4 0.3
H 27.2606 -23.1493 -31.2627 -0.1 0.4 -0.4
H 25.8925 -22.0759 -30.7598 0.0 0.1 -0.3
H 26.6020 -19.7966 -30.4831 -0.3 0.1 0.3
H 28.1067 -19.5775 -29.5627 0.1 0.0 -0.4
H 25.7874 -21.1643 -28.3840 0.1 -0.2 -0.6
H 26.2105 -19.5627 -28.0255 0.3 0.3 -0.1
H 27.7877 -22.2146 -25.8328 0.0 0.3 0.1
H 27.0900 -23.0149 -27.2086 0.1 0.1 -0.2
H 26.0784 -21.9398 -26.2857 0.1 0.4 0.1
```
Positions in Å, forces in eV/Å.

Properties
- Net charge: 0
- Orbital gap: 0.33140 Ha
- HOMO: -9.17 eV
- Maximum force: 2.17 eV Å⁻¹
- 2S+1: 1
- Total energy: -2049.45195 Eh
- Energy above the lowest of the compared OMol25 structures with the same formula, charge and spin: 0.0 kcal/mol

Atom charges from the Löwdin analysis, given in e for atoms 1 to 4: 0.050, -0.450, 0.050, 0.068


Record 2
DFT (the ωB97M-V functional and the def2-TZVPD basis) results for C29H48AlBrClN4O8S2 as an isolated structure at a distorted geometry.

The geometry in XYZ format:
```
94
Properties=species:S:1:pos:R:3:forces:R:3
C 3.9690 -0.1321 -0.2732 0.1 0.3 -0.1
C 4.8782 -0.8522 -1.2592 -0.3 -0.2 0.4
C 4.3038 -2.1268 -1.8591 0.3 0.9 -0.6
O 3.3893 -2.8408 -0.9574 0.4 -0.7 -0.3
S 1.8955 -2.5191 -1.3383 -0.3 2.4 -0.5
C 0.9930 -3.1135 0.0235 0.6 -0.2 2.2
C 0.2958 -2.0160 0.7723 -0.1 0.9 -1.6
C -0.8776 -1.7226 -0.1733 -0.2 0.8 1.2
C -2.0500 -2.5828 0.2187 -0.1 -1.7 -0.7
O -3.2915 -2.1224 -0.2952 0.3 0.3 -0.6
C -3.6065 -0.8568 0.1363 -0.1 0.0 0.5
C -3.9561 0.0727 -0.9672 -0.3 -0.6 -0.1
O -3.5713 -0.5683 1.3008 0.2 0.0 0.0
H 3.9293 -0.6042 0.7018 -0.1 -0.2 0.1
H 2.9608 0.0147 -0.6508 -0.2 0.0 -0.1
H 4.3694 0.8648 -0.1253 0.1 0.2 0.1
H 5.8257 -1.0645 -0.7859 0.2 0.0 0.1
H 5.0785 -0.1697 -2.0782 0.2 0.0 -0.3
H 5.0910 -2.7957 -2.1743 0.0 -0.5 0.3
H 3.7703 -1.8629 -2.7708 -0.3 -0.1 -0.1
H 1.5389 -3.3356 -2.3643 0.3 -0.6 0.4
H 1.6670 -3.6476 0.6836 0.3 -0.5 -0.3
H 0.2026 -3.7304 -0.3327 0.1 -0.6 -0.3
H 0.9153 -1.1296 0.8511 0.1 0.1 0.4
H -0.0306 -2.3575 1.7436 0.0 0.0 0.3
H -0.5956 -1.9454 -1.2000 -0.1 0.2 -0.3
H -1.0628 -0.6619 -0.1281 -0.5 0.3 0.0
H -1.8802 -3.6136 -0.2586 -0.7 1.5 0.7
H -2.1189 -2.7625 1.2879 0.0 0.2 0.2
H -3.0334 0.4783 -1.3738 0.1 0.3 0.0
H -4.6280 0.8294 -0.5907 0.0 0.4 -0.1
H -4.4153 -0.5045 -1.7606 -0.2 0.1 -0.2
C 8.4518 -2.3776 1.0997 0.0 -0.3 0.2
C 8.3222 -1.2172 0.2334 0.1 0.0 0.0
N 8.2205 -0.2993 -0.4468 -0.1 0.0 -0.1
H 7.4729 -2.7572 1.3876 0.0 0.1 0.0
H 8.9913 -3.1770 0.5957 0.0 0.0 -0.1
H 8.9954 -2.1218 2.0069 0.0 0.1 0.0
Br 1.1111 -5.5553 -1.6472 0.1 -1.1 -0.9
Al -0.9940 -5.6989 -0.5195 0.2 -1.3 -0.1
C -0.1652 2.9273 2.2333 -0.4 0.8 -0.4
C 0.8084 3.9270 1.6264 0.3 -0.4 -0.1
C 1.0975 3.4765 0.1885 -0.2 0.2 0.4
S -0.3540 2.5685 -0.3424 0.1 0.4 0.3
O 0.0284 1.1853 -0.5491 -0.1 -0.1 -0.2
O -1.0683 3.2965 -1.3559 -0.1 -0.3 -0.2
C -1.2471 2.6763 1.2101 0.1 -0.5 0.1
H -0.5714 3.2704 3.1788 0.1 -0.3 0.2
H 0.4272 1.8796 2.4193 -0.2 0.5 0.3
H 0.3397 4.9168 1.6316 -0.1 0.0 0.0
H 1.7310 3.9996 2.1999 0.0 0.0 0.0
H 1.2612 4.3126 -0.4805 0.0 -0.1 -0.2
H 1.9444 2.8017 0.1417 0.0 0.0 -0.1
H -1.8122 1.7576 1.3788 -0.1 0.0 -0.1
H -1.9314 3.5310 1.1490 0.0 0.0 0.0
N 3.6065 3.7331 -1.3496 0.4 0.0 -0.1
C 3.4359 3.0993 -2.5083 -0.1 -0.1 0.0
C 4.2973 3.2209 -3.5866 0.0 0.0 0.0
C 5.3995 4.0511 -3.4560 0.0 0.0 0.0
C 5.5926 4.7197 -2.2590 0.0 0.0 0.0
C 4.6715 4.5261 -1.2411 0.0 0.0 0.1
H 2.5574 2.4609 -2.5699 0.0 0.0 -0.1
H 4.1083 2.6804 -4.5037 0.0 0.0 0.0
H 6.0961 4.1748 -4.2743 0.0 0.0 0.0
H 6.4382 5.3768 -2.1148 0.0 0.0 0.0
H 4.7886 5.0286 -0.2873 0.0 0.0 0.0
C -5.0365 -3.6243 1.8642 0.0 0.2 0.1
N -6.1348 -4.2042 2.6870 0.1 0.0 -0.1
O -6.6276 -3.5055 3.5414 -0.1 0.1 0.1
O -6.4534 -5.3458 2.4337 0.0 -0.1 0.0
H -4.8483 -2.6086 2.1904 0.0 0.0 0.1
H -4.1626 -4.2514 2.0148 0.0 -0.1 -0.1
H -5.3599 -3.6488 0.8288 0.0 -0.1 0.0
C -5.8216 3.9151 2.6119 0.0 0.1 0.0
C -6.5023 5.1289 2.5082 0.1 0.1 0.0
C -6.3021 5.9438 1.4091 -0.1 0.0 0.0
C -5.4236 5.5480 0.4018 0.0 0.2 -0.3
C -4.7503 4.3290 0.4995 0.0 -0.1 -0.1
C -4.9472 3.5236 1.6056 0.2 -0.2 0.0
H -5.9746 3.2801 3.4742 0.0 0.0 0.0
H -7.1851 5.4329 3.2896 0.0 0.0 0.0
H -6.8224 6.8878 1.3283 0.0 0.0 0.0
H -5.2651 6.1900 -0.4624 0.1 0.1 0.1
H -4.0734 4.0200 -0.2890 0.0 0.0 0.0
H -4.4180 2.5807 1.6853 0.0 0.0 0.0
O -6.5337 7.0606 -2.2457 0.2 -0.4 0.3
H -6.5146 6.2694 -2.8154 0.0 0.2 0.1
Cl 1.1357 0.9572 3.6586 0.1 -0.3 -0.1
C -0.9022 -10.5587 -0.9966 -0.2 -0.3 -0.1
C -0.2015 -9.3197 -0.7109 0.1 0.0 0.0
N 0.3772 -8.3529 -0.4866 -0.4 0.0 0.2
H -0.1962 -11.3780 -1.1167 0.1 0.1 0.0
H -1.5825 -10.8122 -0.1860 0.0 0.1 0.1
H -1.4805 -10.4720 -1.9144 0.0 0.1 0.0
```
Positions in Å, forces in eV/Å.

Properties
- Net charge: +1
- Orbital gap: 0.05723 Ha
- HOMO: -9.60 eV
- Maximum force: 2.48 eV Å⁻¹
- 2S+1: 1
- Total energy: -6027.05371 Eh

Atom charges from the Löwdin analysis, given in e for atoms 1 to 4: -0.092, -0.208, -0.203, -0.385


Record 3
DFT (the ωB97M-V functional and the def2-TZVPD basis) results for a 11-piece molecular cluster, C29H48BCl2N10O3 overall at a distorted geometry.

The geometry in XYZ format:
```
93
Properties=species:S:1:pos:R:3:forces:R:3
C 2.5247 -0.2996 1.3440 -0.4 0.3 -0.6
C 2.8429 -1.0022 -0.0090 0.3 -0.9 0.6
C 1.6022 -1.6208 -0.7098 0.5 0.7 -0.1
C 0.4706 -0.6068 -0.9940 0.2 -0.3 -0.8
O -0.1930 -0.1792 0.1887 -0.5 -1.8 0.5
C -1.5696 0.0949 -0.0044 -1.1 3.6 -0.7
C -2.5464 -1.1029 -0.2465 1.3 -0.8 0.0
Cl -4.2762 -0.7244 0.2002 0.4 0.0 -0.2
C -2.1697 -2.4402 0.4669 -0.6 -0.5 -0.9
C -1.3058 -3.4064 -0.4215 -0.4 -0.1 0.1
Cl -1.4637 -2.2157 2.1253 -0.4 -0.1 -0.4
C -2.0210 1.1236 1.1350 1.4 0.6 -0.7
O -1.2093 2.2360 0.7826 -0.7 -0.3 1.1
B -1.3710 2.3866 -0.6869 2.0 -0.8 0.3
O -1.6275 0.9591 -1.1143 -1.5 -1.4 -0.2
H 1.6725 -0.8159 1.8331 0.6 0.3 -0.1
H 2.1663 0.7277 1.1300 0.1 -0.5 0.3
H 3.4021 -0.2472 2.0215 -0.4 -0.1 -0.4
H 3.5275 -1.8488 0.2247 -0.3 0.5 -0.3
H 3.4192 -0.3524 -0.6965 -0.5 -0.1 0.3
H 1.2851 -2.5075 -0.1300 -0.1 0.6 -0.2
H 1.9425 -2.0023 -1.7002 -0.2 0.2 0.5
H -0.2364 -1.0596 -1.7239 0.3 0.3 0.5
H 0.8961 0.2758 -1.5238 -0.2 -0.4 0.4
H -2.5635 -1.3032 -1.3376 -0.1 0.2 0.8
H -3.1213 -2.9815 0.6252 0.5 0.5 0.3
H -1.1173 -2.9776 -1.4207 0.2 -0.1 0.7
H -0.3807 -3.7216 0.0849 -0.3 0.3 -0.4
H -1.8960 -4.3320 -0.6104 0.3 0.5 0.2
H -3.0443 1.5362 0.9914 0.1 -1.3 0.3
H -1.8011 0.7302 2.1483 -0.2 0.4 -0.4
H -2.1783 3.1940 -1.1062 -0.7 0.1 0.0
H -0.2486 2.6345 -1.0708 -0.3 0.3 0.0
C -7.5238 0.4778 1.5789 -0.4 0.0 0.2
C -8.9067 0.4480 2.0955 0.1 0.0 0.1
N -9.9825 0.4248 2.5079 0.5 0.0 -0.2
H -7.2140 -0.5266 1.2925 0.0 0.0 0.0
H -7.4654 1.1293 0.7082 0.0 0.0 0.0
H -6.8490 0.8535 2.3482 0.0 0.0 0.0
C 6.3558 1.7084 -0.3473 -0.1 -0.4 0.0
C 6.1204 0.2900 -0.0203 0.0 0.1 0.0
N 5.9368 -0.8192 0.2305 0.4 0.5 -0.1
H 6.7548 2.2262 0.5247 0.0 0.0 0.0
H 7.0735 1.7820 -1.1694 -0.4 0.0 0.3
H 5.4177 2.1791 -0.6425 0.0 -0.1 0.0
C -0.7169 5.4071 -3.5070 0.2 -0.4 0.2
C 0.2560 4.4676 -2.9189 0.0 0.0 -0.2
N 0.9913 3.7113 -2.4587 0.2 0.7 -0.6
H -0.6935 6.3505 -2.9632 0.0 0.0 0.0
H -0.4693 5.5905 -4.5521 0.0 0.0 0.0
H -1.7190 4.9845 -3.4437 0.0 0.0 0.1
C 10.6254 0.5692 -2.2412 -0.4 0.2 0.0
C 9.4256 1.4066 -2.4262 0.1 -0.1 0.0
N 8.4857 2.0554 -2.5706 0.8 -0.4 -0.1
H 10.3282 -0.4485 -1.9922 0.0 0.0 0.0
H 11.2107 0.5573 -3.1594 0.0 0.0 0.0
H 11.2343 0.9720 -1.4332 0.0 0.0 0.0
C 6.9932 -1.5830 3.4535 0.4 0.2 0.2
C 8.1878 -1.1386 4.1999 -0.1 0.0 0.0
N 9.1210 -0.7920 4.7790 -0.4 -0.1 -0.3
H 6.9869 -1.1333 2.4615 0.0 -0.1 0.0
H 7.0021 -2.6671 3.3518 0.0 0.0 0.0
H 6.0914 -1.2833 3.9853 0.0 0.0 0.0
C 6.7199 4.5002 -3.7100 -0.2 0.3 -0.5
C 6.6014 5.1427 -5.0345 0.0 0.0 0.1
N 6.5090 5.6429 -6.0674 0.1 -0.2 0.4
H 7.1447 3.5066 -3.8176 0.0 0.0 0.0
H 7.3669 5.0957 -3.0676 0.0 0.0 0.0
H 5.7356 4.4196 -3.2494 0.0 0.0 0.0
C -6.5528 -0.1738 5.6375 0.2 0.4 -0.1
C -6.0446 1.1331 5.1755 0.0 -0.1 0.0
N -5.6518 2.1509 4.8092 -0.2 -0.4 0.1
H -7.5142 -0.0419 6.1318 0.0 0.0 0.0
H -6.6771 -0.8428 4.7870 0.0 0.0 0.0
H -5.8470 -0.6164 6.3388 0.0 0.0 0.0
C -11.7568 0.1119 -0.2917 -0.1 0.3 -0.5
C -11.9758 0.7690 -1.5964 0.0 -0.1 0.1
N -12.1466 1.2806 -2.6135 0.1 -0.2 0.4
H -11.3726 -0.8953 -0.4459 0.0 0.0 0.0
H -11.0396 0.6797 0.2957 -0.1 0.0 0.0
H -12.6966 0.0552 0.2549 0.0 0.0 0.0
C -4.1708 -4.2615 -3.5218 0.3 0.4 0.0
C -3.2161 -3.1392 -3.4493 -0.1 0.0 -0.1
N -2.4740 -2.2612 -3.3927 -0.3 -0.5 -0.2
H -3.6283 -5.2023 -3.6039 0.0 0.0 0.0
H -4.7855 -4.2801 -2.6227 0.0 0.0 0.0
H -4.8143 -4.1425 -4.3922 0.0 0.0 0.0
C 1.2268 -3.7458 3.4675 0.5 -0.3 -0.1
C 2.4372 -4.4879 3.0599 -0.1 0.1 0.0
N 3.3796 -5.0685 2.7421 -0.4 0.2 0.2
H 0.9758 -3.9909 4.4990 0.0 0.0 0.0
H 1.4055 -2.6744 3.3870 0.0 0.0 -0.1
H 0.3925 -4.0141 2.8240 0.0 0.0 0.0
```
Positions in Å, forces in eV/Å.

Properties
- Net charge: -1
- Orbital gap: 0.19581 Ha
- HOMO: -3.72 eV
- Maximum force: 3.77 eV Å⁻¹
- 2S+1: 1
- Total energy: -2852.27622 Eh

Atom charges from the Löwdin analysis, given in e for atoms 1 to 4: -0.101, -0.275, -0.178, -0.185